1.
Density functional theory data (ωB97M-V/def2-TZVPD) for a cluster of 2 separate species, C5H8N in total at a distorted geometry.

Each line ends with the natural charge from an NBO analysis.
Element x y z (Å)
C -0.304637 1.570735 0.236883  0.42
C 0.403018 0.325976 0.125694  -0.15
C 1.814042 0.276320 -0.579771  -0.29
C 1.523935 -0.606758 0.583959  -0.34
C -2.035656 -0.166493 0.310517  -0.44
N -0.944327 0.329492 -0.459734  -0.48
H 1.804082 -0.197520 -1.628033  0.28
H 2.247562 1.245493 -0.304279  0.27
H 1.963836 -0.520357 1.547689  0.27
H 1.346936 -1.582324 0.288441  0.25
H -1.547650 -0.115782 1.352783  0.23
H -2.972084 0.431245 0.307176  0.27
H -2.131894 -1.324665 0.133416  0.25
H -1.167162 0.334641 -1.914738  0.47

Atomic forces in eV per Å
C 1.06 -1.62 -0.53
C -0.93 1.16 -0.32
C -0.68 0.00 -0.14
C -0.52 1.43 -1.13
C 0.10 -2.89 2.72
N 0.63 0.77 -5.59
H 0.20 1.15 1.76
H 0.51 -0.57 -0.92
H 0.17 0.59 0.62
H -0.45 -1.92 -0.37
H -1.46 -0.14 -0.99
H 0.79 -0.48 -0.45
H -0.31 2.35 0.13
H 0.90 0.16 5.22

HOMO level = -15.41 eV
frontier orbital gap = 9.40 eV
ΔE to the lowest compared entry with this formula, charge and spin = 191.1 kcal/mol
total charge = +1

---

2.
Density functional theory data (ωB97M-V/def2-TZVPD) for a cluster of 2 separate species, C5H8N in total at a distorted geometry.

Each line ends with the natural charge from an NBO analysis.
Element x y z (Å)
C -1.294687 0.301825 -2.636045  0.03
C 0.430344 0.996353 2.496141  -0.52
C 0.755064 -0.010807 -1.272207  0.07
C 0.328574 -0.214674 1.913500  0.26
C 0.225180 -1.289157 1.113633  -0.69
N -0.229437 0.262367 -1.979348  -0.23
H -1.248731 -0.268864 -3.620583  0.25
H -2.305777 0.791123 -2.467300  0.28
H 0.434654 1.188851 3.497265  0.25
H 0.781133 1.881733 2.119153  0.24
H 1.710443 0.499411 -1.313058  0.25
H -0.834241 -1.368107 1.150809  0.26
H 0.792072 -2.186452 1.424425  0.28
H 0.455407 -0.583603 -0.426383  0.26

Atomic forces in eV per Å
C -0.55 -0.90 -2.04
C -0.24 -4.62 -2.03
C -0.30 1.53 -1.03
C 1.52 3.09 0.45
C -0.37 0.42 4.19
N -0.97 0.71 -0.52
H -0.17 0.43 1.36
H 1.84 0.03 0.48
H -0.85 -0.51 3.02
H 0.83 1.75 -2.26
H -0.06 0.19 -0.29
H -1.34 -1.09 -1.14
H 0.12 0.55 -0.95
H 0.53 -1.57 0.76

HOMO level = -13.54 eV
frontier orbital gap = 8.35 eV
ΔE to the lowest compared entry with this formula, charge and spin = 138.9 kcal/mol
total charge = +1

---

3.
Density functional theory data (ωB97M-V/def2-TZVPD) for the ion C5H8N with charge +1 at a distorted geometry.

Each line ends with the natural charge from an NBO analysis.
Element x y z (Å)
N -1.499985 0.846492 -0.337502  -0.67
C -0.284412 0.713347 0.546949  -0.10
C 0.717682 1.743583 0.168909  -0.21
C 1.763252 1.128253 -0.130939  0.22
C 2.133939 -0.241289 -0.236071  -0.46
C 0.429100 -0.676481 0.313158  -0.35
H -2.008088 1.707888 -0.090250  0.46
H -2.129777 0.039276 -0.242176  0.44
H -1.194533 0.932570 -1.318630  0.45
H -0.617763 0.812075 1.582660  0.25
H 2.323560 -0.630844 -1.229200  0.25
H 2.833023 -0.613657 0.502018  0.26
H -0.030159 -1.281380 -0.461538  0.22
H 0.532256 -1.250691 1.225848  0.24

Atomic forces in eV per Å
N -0.33 0.11 -0.10
C 1.06 -0.28 0.20
C 2.09 -0.17 -0.78
C -2.84 1.72 0.92
C -2.09 -1.48 0.63
C 2.31 0.50 -0.72
H 0.10 -0.26 -0.16
H 0.07 0.27 -0.08
H -0.16 -0.06 0.30
H -0.21 -0.02 -0.18
H 0.06 0.00 -0.04
H 0.09 -0.02 0.00
H -0.06 -0.20 -0.09
H -0.08 -0.11 0.06

HOMO level (alpha / beta) = -13.58 / -13.58 eV
frontier orbital gap (alpha / beta) = 8.67 / 8.66 eV
ΔE to the lowest compared entry with this formula, charge and spin = 117.9 kcal/mol
total charge = +1
structure (SMILES) = [NH3+][C@@H]1C#CCC1

---

4.
Density functional theory data (ωB97M-V/def2-TZVPD) for the ion C5H8N with charge +1 at a distorted geometry.

Each line ends with the natural charge from an NBO analysis.
Element x y z (Å)
C 1.329105 0.415854 2.036134  -0.47
C 2.247490 1.157743 2.522403  0.34
C -0.119123 -0.024721 2.141643  -0.34
C 0.764711 -0.211696 0.796359  -0.23
C 0.517431 0.557481 -0.437522  -0.23
N -0.433840 -0.163131 -1.425412  -0.69
H -0.168606 -0.878756 2.919192  0.28
H -0.880660 0.686664 2.099731  0.23
H 1.108212 -1.217895 0.649217  0.24
H 1.473796 0.461624 -0.937354  0.25
H 0.000911 1.536930 -0.166381  0.26
H -1.474194 -0.265175 -1.118073  0.47
H 0.154545 -0.993944 -1.759313  0.46
H -0.501126 0.432067 -2.191667  0.43

Atomic forces in eV per Å
C -1.39 0.53 -1.15
C 0.52 0.26 0.24
C 3.09 -2.73 -0.19
C -1.67 -1.13 3.29
C -1.33 0.71 0.79
N 0.09 -1.52 1.87
H -0.39 1.28 -1.82
H -0.97 1.16 0.19
H 0.23 -0.44 -0.08
H 0.08 1.39 -0.56
H 1.41 -0.89 -0.85
H 2.43 -0.72 -0.25
H -2.06 0.67 0.60
H -0.04 1.43 -2.08

HOMO level = -13.87 eV
frontier orbital gap = 9.46 eV
ΔE to the lowest compared entry with this formula, charge and spin = 144.2 kcal/mol
total charge = +1

---

- What is the formula in the first record?
  C5H8N

---

- What is the total charge in the second record?
  +1